Computed, not measured: a cluster of 2 separate species, C4H12 in total, with ωB97M-V/def2-TZVPD.

Computed properties:
Largest force on an atom: 0.097 hartree/bohr
E_HOMO: -10.894 eV
Molar mass: 60.14 u
Frontier orbital gap: 11.98 eV
LUMO level: 1.09 eV
Energy: -159.53429 hartree

```
16
C4H12 (ωB97M-V/def2-TZVPD)
H -0.89793 2.50514 0.91572
C -0.30998 1.66330 0.87959
C -0.86221 -1.43217 -1.66176
H -0.91187 0.72430 1.21710
H 0.16137 -1.58976 0.25749
C 1.08321 1.92566 1.48691
H -0.08995 1.57736 -0.24527
H -0.23359 -3.15047 -0.35429
H 1.76930 1.32999 0.89763
H 1.39969 3.00948 1.37372
H 1.12148 -2.09187 -1.23246
H -0.93028 -1.58825 -2.71323
H 1.24994 1.39306 2.46925
H -0.75250 -0.32461 -1.47338
H -1.87450 -1.78369 -1.14459
C 0.07781 -2.16747 -0.67242
```